[1]
57
Properties=species:S:1:pos:R:3:forces:R:3:nbo_charge:R:1 method="wB97M-V/def2-TZVPD" e_lumo_ev=-4.843 charge=0 homo_lumo_gap_ha=0.083 homo_ev=-7.10 fmax_ha_per_bohr=0.08367
Mg 2.945292 -1.103040 -3.397532 -0.73 -0.05 0.70 1.1861
Mg -3.360458 -3.142300 1.014088 0.81 0.07 -0.10 1.0854
S 0.147722 -6.447480 -0.595032 0.75 -2.62 -0.04 2.5712
O 0.572142 -6.541930 -1.966282 0.19 -0.10 -2.13 -0.9559
O 1.212232 -5.872300 0.172188 1.51 1.37 1.87 -0.9282
O -1.038608 -5.631930 -0.542972 -3.12 2.96 0.13 -0.8700
O -0.249328 -7.739790 -0.043932 0.25 -0.77 0.29 -0.8894
S -0.191988 0.696300 0.258178 -0.61 1.94 0.60 2.5769
O 0.659572 0.175500 -0.805712 2.34 -0.44 -1.89 -0.8802
O -0.984898 -0.387970 0.732548 -2.20 -2.49 1.09 -1.0236
O 0.729422 1.110800 1.331668 0.75 0.24 0.12 -0.8740
O -0.996758 1.819040 -0.200452 -0.16 0.40 -0.33 -1.0352
O 1.655072 1.502480 -5.458762 0.24 -0.50 0.15 -0.9680
H 1.954792 1.869070 -6.290632 0.10 0.05 -0.23 0.4769
H 1.147032 2.206390 -5.055472 -0.25 0.29 0.31 0.4951
O -4.702358 -1.909460 -1.860902 0.15 -0.27 0.45 -0.9661
H -5.464498 -2.037460 -2.425702 -0.22 -0.11 -0.11 0.4806
H -4.309358 -1.093050 -2.169532 0.21 0.33 -0.07 0.4892
O 4.087882 -3.192840 -1.344632 -0.09 0.58 -0.57 -0.9867
H 3.540972 -3.866720 -0.940902 -0.49 -0.35 0.12 0.5076
H 4.968622 -3.368250 -1.013332 0.27 0.03 0.08 0.4866
O 0.096512 4.550540 -3.487012 0.04 -0.14 -0.33 -0.9532
H 0.385272 5.430770 -3.246082 0.09 0.23 0.03 0.4721
H -0.311798 4.206100 -2.692732 -0.09 -0.25 0.30 0.4810
O -1.403028 6.412880 0.889848 -0.23 0.22 -0.09 -0.9430
H -0.509968 6.467690 1.229938 0.26 0.00 0.18 0.4743
H -1.412358 5.610310 0.368258 0.00 -0.29 -0.06 0.4686
O 5.304362 1.204570 -2.404812 -0.29 -0.45 -0.29 -0.9600
H 6.106562 0.696650 -2.283452 0.26 -0.12 0.08 0.4742
H 5.522802 2.078910 -2.082282 -0.12 0.31 0.11 0.4893
O 2.399752 5.247690 2.997588 0.01 0.21 -0.16 -0.9415
H 2.010222 4.373960 2.964398 -0.19 -0.27 -0.08 0.4755
H 3.045132 5.196110 3.702608 0.13 0.05 0.19 0.4661
O -5.317598 3.068520 0.974028 -0.21 -0.23 0.02 -0.9486
H -4.380158 3.063610 0.780588 0.36 -0.07 -0.03 0.4788
H -5.557458 3.995180 0.975608 -0.08 0.22 0.04 0.4700
O -0.301848 1.877120 5.292888 -0.03 0.24 0.22 -0.9418
H 0.199282 1.770500 4.484348 0.08 -0.06 -0.36 0.4764
H -0.553488 0.986830 5.538428 -0.05 -0.20 0.04 0.4655
O -1.887958 -4.269840 3.826508 -0.44 0.20 -0.30 -0.9632
H -1.795748 -3.695490 4.586678 0.02 0.22 0.18 0.4768
H -1.202348 -4.928320 3.938678 0.25 -0.27 -0.19 0.4913
O 0.856882 -3.274920 -4.656442 0.55 0.50 0.06 -0.9826
H 0.858782 -4.152850 -4.275022 0.02 -0.44 0.36 0.5016
H 0.040052 -3.231000 -5.153522 -0.23 0.15 -0.11 0.4873
O -3.635548 1.905380 -3.789732 -0.09 -0.26 -0.14 -0.9479
H -4.015228 2.776310 -3.906152 -0.12 0.20 -0.05 0.4694
H -3.009448 2.010320 -3.073332 0.27 -0.02 0.29 0.4784
O 5.191762 0.937960 4.602228 0.13 -0.15 0.04 -0.9317
H 5.562802 1.754430 4.936808 0.12 0.18 0.12 0.4624
H 4.460282 1.215100 4.050538 -0.24 -0.04 -0.18 0.4694
O -5.184968 -1.205830 2.770748 0.37 -0.51 -0.23 -0.9702
H -6.069608 -1.427660 3.061338 -0.25 -0.14 0.10 0.4820
H -5.215348 -0.263170 2.607348 0.14 0.42 -0.14 0.4954
O 2.698712 -2.472820 2.672488 0.24 -0.01 0.21 -0.9496
H 2.155862 -1.761070 2.333418 -0.23 0.30 -0.13 0.4780
H 2.546352 -3.199530 2.068408 -0.13 -0.27 -0.13 0.4712

***

[2]
45
Properties=species:S:1:pos:R:3:forces:R:3:nbo_charge:R:1 method="wB97M-V/def2-TZVPD" e_lumo_ev=-0.217 charge=0 homo_lumo_gap_ha=0.308 homo_ev=-8.59 fmax_ha_per_bohr=0.13259
H -0.050368 -0.596767 0.016735 0.26 2.14 -0.59 0.4741
H 0.952494 0.297681 -0.641353 1.34 0.32 -0.15 0.4520
H 1.503378 3.990641 2.025660 -1.78 -0.14 -2.02 0.4762
H 0.105533 3.378461 1.601044 1.00 0.89 -0.29 0.4609
H -2.035976 -0.791180 -0.924010 -0.08 2.06 -0.36 0.4723
H -2.161256 0.798295 -1.205121 -2.17 0.89 -1.00 0.4750
H 1.228593 -2.859873 -0.527593 0.14 -0.14 0.15 0.4483
H 1.346248 -2.079239 -1.792248 -0.82 -0.07 -0.02 0.4959
H -2.307978 3.818709 -1.696170 0.10 0.91 0.37 0.4868
H -1.542189 2.654419 -0.888433 -0.91 0.89 -1.92 0.4752
H -2.711786 -0.769054 1.842862 -1.89 1.84 0.13 0.4795
H -3.627510 0.600093 1.623272 0.96 -0.60 0.05 0.4971
H -0.705386 1.385603 5.482332 0.31 -1.09 1.03 0.4807
H 0.119182 1.319432 4.060280 -1.64 0.59 2.07 0.4793
H 3.168315 -0.063987 -2.125153 -0.56 -0.68 -0.49 0.4547
H 3.458213 1.320145 -1.648480 1.02 -1.42 0.04 0.4763
H -1.936338 -4.231817 -0.861093 -1.50 -0.95 0.18 0.4451
H -0.453654 -4.013205 -0.729362 -2.35 1.40 -1.90 0.4719
H -1.359056 -4.041693 1.859866 -0.57 0.95 -0.08 0.4692
H -2.255733 -3.014519 1.133710 -1.08 0.07 -1.84 0.4748
H 4.364349 -0.311137 1.053733 -0.10 -0.30 -0.25 0.4775
H 4.388455 1.055217 1.802229 -1.50 -1.52 -2.32 0.4553
H 1.987852 -2.112846 1.050691 -0.28 0.59 -0.35 0.4618
H 2.972905 -2.496832 2.001829 0.71 -1.11 3.54 0.4618
H -0.607273 2.896019 -3.173455 -0.81 -0.18 0.06 0.4777
H -0.847518 1.289201 -3.450642 1.55 2.66 0.62 0.4830
H 0.861316 -1.632313 -4.370856 1.50 -0.73 -3.25 0.4672
H -0.511324 -1.382233 -3.781959 -0.19 -0.13 -0.05 0.4824
H -1.736110 2.571952 0.703745 -0.96 -0.36 1.02 0.4385
H -1.158376 1.944877 1.845191 3.35 -1.73 1.77 0.4579
O 0.103236 0.370912 -0.224656 5.53 -1.17 3.33 -0.9258
O 0.836146 3.944426 1.247074 0.81 -0.57 2.35 -0.9415
O -1.617135 0.125860 -0.871131 -5.14 -4.26 -1.38 -0.9545
O 0.667257 -2.444536 -1.191092 2.02 0.65 0.23 -0.9423
O -2.212376 2.882628 -1.603793 0.86 -1.58 1.32 -0.9568
O -3.597370 -0.298615 1.991504 1.00 -1.35 -0.08 -0.9772
O -0.584089 1.768718 4.638186 1.43 0.46 -3.15 -0.9593
O 3.895065 0.425593 -1.766672 -0.49 2.02 0.16 -0.9296
O -1.292819 -3.653921 -1.226128 2.30 -1.22 1.57 -0.9194
O -1.745920 -3.140683 1.896800 1.69 -0.95 1.95 -0.9440
O 3.901809 0.529741 1.044068 1.52 2.06 2.79 -0.9339
O 2.933688 -2.239431 1.134249 -0.44 0.51 -3.05 -0.9227
O -0.177170 2.059413 -3.323087 -0.37 -2.63 -0.81 -0.9627
O 0.425943 -1.433128 -3.604454 -1.13 0.98 3.03 -0.9456
O -1.985266 2.178974 1.571881 -2.65 1.98 -2.43 -0.8935

***

[3]
45
Properties=species:S:1:pos:R:3:forces:R:3:nbo_charge:R:1 method="wB97M-V/def2-TZVPD" e_lumo_ev=-0.437 charge=0 homo_lumo_gap_ha=0.259 homo_ev=-7.49 fmax_ha_per_bohr=0.30173
H -0.144918 -0.365249 0.079247 1.39 2.24 -1.84 0.4749
H 1.145901 0.462784 -0.392760 -0.31 0.86 1.25 0.4762
H -0.184670 -2.326833 2.002495 3.03 -1.04 1.25 0.4723
H -1.079149 -1.179103 1.843277 -0.56 -0.46 -0.18 0.4785
H 3.593898 -1.660291 2.674819 -0.07 -0.18 -3.80 0.4552
H 3.287794 -2.283974 3.924883 0.77 1.60 0.04 0.4592
H -1.143823 1.398303 -0.247680 1.31 0.13 -0.31 0.5011
H -2.331830 0.446980 -0.277149 0.74 2.27 1.72 0.4645
H -3.343820 2.122665 1.771685 -2.17 -0.59 -1.13 0.4829
H -4.804603 2.234205 2.215132 -0.89 0.36 0.94 0.4566
H -2.479489 -3.222235 1.805424 1.50 0.63 0.02 0.4750
H -3.558595 -4.117576 1.310867 -0.24 0.44 0.41 0.4635
H 4.516987 2.368986 1.313758 -0.04 0.12 -0.98 0.4543
H 4.083897 1.697973 2.421071 -0.10 -0.79 3.67 0.4677
H 0.368391 1.496016 3.874802 -0.07 0.35 0.24 0.4732
H -0.162504 0.403818 2.942113 1.48 0.90 0.66 0.4537
H -2.514494 1.952473 -3.570523 -0.01 0.39 0.34 0.4588
H -2.570858 2.378371 -2.106048 -0.49 -0.82 2.16 0.4716
H 0.543762 -0.275366 -4.458814 -1.63 2.04 0.35 0.4729
H -0.807543 0.285010 -3.769864 0.76 0.08 -0.29 0.4648
H 0.250088 -1.778846 -3.249841 1.49 -1.07 0.56 0.4775
H 1.035201 -3.193408 -3.249216 0.04 2.22 0.03 0.4744
H 1.254119 2.798316 -0.257447 0.03 0.48 3.59 0.4832
H 2.041623 1.980515 -1.336670 -0.07 0.30 0.45 0.4511
H -2.253924 -5.461365 -1.962540 0.78 -1.66 -1.07 0.4624
H -1.995193 -4.249583 -1.158146 -0.49 -0.03 -0.02 0.4648
H 1.378774 -1.971495 -1.093822 0.51 0.27 -0.60 0.4086
H 1.852953 -0.577887 -1.452599 0.66 -0.30 -0.76 0.4539
H 2.412420 5.402820 0.555777 0.21 -0.34 -0.26 0.4791
H 3.023415 3.959322 0.159339 -1.59 1.52 1.05 0.4794
O 0.244419 0.291697 -0.606971 -9.54 10.55 6.20 -0.8772
O -1.003337 -2.131744 1.656375 -2.18 1.68 -1.18 -0.9364
O 3.689739 -1.445566 3.550506 -0.64 -1.39 3.76 -0.9142
O -1.931961 1.234083 0.264549 -2.46 -2.31 -1.03 -0.9891
O -4.303768 1.936039 1.477689 2.87 0.21 0.13 -0.9403
O -3.394508 -3.379769 1.927093 -1.62 -1.19 -0.43 -0.9501
O 3.878493 1.681909 1.533689 0.12 0.57 -2.79 -0.9216
O 0.683279 0.789940 3.313443 -1.44 -1.13 -0.90 -0.9269
O -2.392240 2.692237 -2.956283 0.41 0.49 -2.45 -0.9298
O -0.066434 0.540768 -4.352482 1.03 -2.06 -0.10 -0.9364
O 1.137643 -2.202286 -3.053817 -1.57 -2.49 -2.49 -0.9556
O 1.352209 2.621646 -1.139537 0.41 -0.36 -4.36 -0.9287
O -2.716842 -4.791430 -1.518347 -0.27 1.72 1.16 -0.9270
O 1.073318 -1.016613 -1.123269 7.52 -13.24 -2.41 -0.9202
O 2.336183 4.453742 0.715794 1.37 -0.99 -0.60 -0.9582

***

[4]
45
Properties=species:S:1:pos:R:3:forces:R:3:nbo_charge:R:1 method="wB97M-V/def2-TZVPD" e_lumo_ev=0.060 charge=0 homo_lumo_gap_ha=0.297 homo_ev=-8.02 fmax_ha_per_bohr=0.15901
H 1.416890 0.638630 0.264980 0.07 -0.03 0.22 0.4925
H 0.221010 -0.174704 -0.202356 0.09 0.29 -0.01 0.4679
H -1.459096 4.317703 2.536801 0.02 0.22 0.09 0.4627
H -0.930672 3.242904 3.472545 0.00 -0.09 0.25 0.4801
H -1.356817 0.501626 -2.575805 0.13 -0.13 0.09 0.4687
H -1.432691 0.190784 -1.089985 0.12 0.53 -0.18 0.4737
H -2.882815 -4.294384 -0.264772 0.13 0.06 0.19 0.4802
H -2.061081 -3.725135 -1.409652 -0.12 0.22 0.13 0.4640
H -1.424208 -2.327206 -2.696248 0.14 -0.74 -0.27 0.4331
H -0.624898 -2.112594 -1.421459 0.11 -0.02 -0.12 0.4628
H 2.799426 -2.482480 2.396763 -0.07 0.04 -0.04 0.4653
H 1.389527 -2.891020 2.002657 0.01 0.08 -0.07 0.4713
H 2.106800 3.495778 2.950707 -0.08 -0.03 -0.06 0.4765
H 3.028052 4.584421 2.425169 -0.03 -0.02 0.02 0.4696
H 1.264441 -4.744857 -2.088365 0.01 0.09 0.05 0.4682
H 0.263812 -3.878926 -1.340738 0.04 -0.24 0.13 0.4663
H -3.477548 -1.148020 1.900346 -0.10 0.00 0.00 0.4735
H -2.177857 -1.723773 2.438261 0.01 -0.09 -0.04 0.4715
H -1.285810 2.444880 1.977603 -0.20 -0.43 -0.33 0.4650
H -1.415090 0.936067 1.847950 0.30 0.06 -0.08 0.4742
H -0.073343 2.158310 0.284006 -0.13 -0.56 -0.06 0.5180
H -0.655575 2.964285 -0.865538 -0.24 -0.08 -0.13 0.4560
H 4.248688 -0.002543 -2.839110 0.10 -0.07 0.01 0.4687
H 4.737748 0.072477 -1.402017 0.05 -0.09 -0.05 0.4680
H 3.162799 1.756931 1.098744 -0.14 0.29 0.15 0.4910
H 3.025506 2.186733 -0.352622 -0.06 0.10 0.01 0.4774
H -3.810537 1.504915 0.036179 0.03 0.08 0.01 0.4783
H -4.208612 0.086058 -0.335872 -0.05 0.00 -0.03 0.4702
H 0.831002 -1.316784 -4.330199 0.20 -0.07 0.00 0.4584
H 1.024624 -0.580840 -3.014547 -0.29 -0.02 0.14 0.4736
O 0.456449 0.592515 0.331438 1.06 -2.86 0.04 -0.9734
O -1.458025 4.049619 3.462609 0.04 0.17 -0.09 -0.9408
O -0.852753 0.107010 -1.855258 1.09 8.03 0.55 -0.9167
O -1.981956 -4.050984 -0.506020 0.01 -0.40 -0.16 -0.9560
O -1.222540 -1.661895 -2.028654 -3.06 -7.58 -0.15 -0.9065
O 1.957958 -2.118649 2.099194 0.09 -0.13 0.08 -0.9357
O 2.601943 3.759363 2.166906 0.18 0.37 0.40 -0.9453
O 1.160092 -3.871080 -1.695151 -0.02 -0.19 0.06 -0.9368
O -2.900192 -1.916586 1.829947 0.02 0.22 0.04 -0.9443
O -0.794461 1.626038 2.108236 -0.55 0.26 1.99 -0.9386
O -0.907271 2.367799 -0.151505 -1.28 2.64 -1.08 -0.9996
O 5.049235 0.106359 -2.313509 -0.19 0.12 0.08 -0.9359
O 2.512506 1.859148 0.394713 1.22 -0.05 -0.48 -0.9374
O -4.523020 0.863915 0.138549 0.20 -0.14 0.04 -0.9466
O 0.658361 -1.391807 -3.384917 1.16 0.21 -1.30 -0.9332

***

[5]
45
Properties=species:S:1:pos:R:3:forces:R:3:nbo_charge:R:1 method="wB97M-V/def2-TZVPD" e_lumo_ev=-0.351 charge=0 homo_lumo_gap_ha=0.358 homo_ev=-10.10 fmax_ha_per_bohr=0.06260
O 18.480000 1.460000 -8.192000 0.80 -0.52 0.51 -0.9603
H 18.812000 2.358000 -8.220000 0.58 0.47 -0.03 0.4892
H 17.684000 1.552000 -8.677000 -1.39 -0.21 -0.63 0.4570
O 20.814000 4.372000 -12.826000 0.12 0.11 0.33 -0.9857
H 20.686000 4.933000 -12.033000 0.30 -0.09 -0.65 0.4865
H 20.394000 3.543000 -12.567000 0.02 0.09 -0.32 0.4706
O 21.198000 5.179000 -7.154000 0.46 0.44 -1.41 -0.9769
H 21.200000 6.064000 -6.845000 0.00 1.48 0.35 0.5028
H 20.918000 4.654000 -6.426000 -0.47 -0.91 1.35 0.4981
O 17.944000 4.719000 -11.810000 -1.03 -0.26 0.71 -0.9485
H 17.139000 4.601000 -11.257000 0.68 0.16 -0.61 0.4642
H 18.500000 3.973000 -11.541000 0.08 0.31 -0.01 0.4789
O 19.825000 3.826000 -8.834000 -1.18 -2.15 -1.42 -0.9748
H 20.353000 4.140000 -8.144000 1.33 1.14 1.73 0.4883
H 20.368000 3.945000 -9.610000 0.31 -0.02 -0.80 0.5136
O 19.422000 2.280000 -11.748000 0.05 -0.24 0.20 -0.9492
H 19.692000 1.452000 -11.369000 0.87 -0.47 0.73 0.4902
H 18.568000 2.006000 -12.047000 -1.19 0.19 -0.80 0.4836
O 18.227000 5.738000 -8.925000 -1.37 1.60 1.52 -0.9994
H 18.003000 5.836000 -9.833000 0.21 -0.14 -1.08 0.4650
H 18.835000 5.013000 -8.796000 0.24 -0.44 -0.64 0.4765
O 22.121000 3.459000 -10.549000 -0.61 0.64 0.46 -0.9457
H 22.467000 2.713000 -10.113000 0.68 -1.40 1.66 0.4704
H 22.377000 3.234000 -11.424000 -0.06 0.50 -2.03 0.5015
O 19.576000 3.506000 -5.917000 -0.64 0.93 -1.15 -0.9910
H 20.183000 2.817000 -6.193000 0.54 -0.95 -0.19 0.5101
H 19.631000 3.629000 -4.999000 0.06 -0.14 2.03 0.4805
O 17.111000 4.489000 -6.317000 -0.91 0.03 0.06 -0.9726
H 18.045000 4.242000 -6.323000 -0.53 -0.37 -0.62 0.4772
H 16.684000 4.293000 -7.169000 0.80 0.21 0.47 0.4742
O 21.422000 1.933000 -6.704000 -0.72 1.63 2.15 -0.9256
H 21.625000 1.682000 -7.554000 0.65 -0.87 -3.03 0.4863
H 21.549000 1.187000 -6.154000 0.28 -1.23 0.83 0.4895
O 19.074000 6.524000 -5.322000 0.58 0.22 -0.18 -0.9168
H 19.126000 6.021000 -4.515000 -0.18 -0.01 0.68 0.4542
H 19.287000 5.858000 -5.980000 -0.46 0.12 -0.45 0.4624
O 23.670000 5.615000 -9.975000 2.41 0.37 -0.28 -0.9546
H 23.117000 4.872000 -10.122000 -1.21 -1.00 -0.19 0.4865
H 23.197000 6.315000 -9.583000 -0.88 0.99 0.60 0.4482
O 20.621000 6.150000 -10.734000 0.03 2.61 0.91 -0.9542
H 21.157000 6.634000 -10.046000 -0.68 -1.09 -1.01 0.4767
H 20.037000 6.904000 -11.024000 0.50 -1.38 0.17 0.4944
O 23.455000 3.971000 -7.054000 1.48 -0.72 0.45 -0.9736
H 24.131000 4.663000 -7.025000 -0.32 -0.22 -0.27 0.4722
H 22.697000 4.336000 -7.497000 -0.22 0.61 -0.13 0.4799